C13H27BrF2N11O18 | ωB97M-V/def2-TZVPD

Computed properties:
- Total charge: +1
- LUMO level: -3.173 eV
- 2S+1: 1
- Frontier orbital gap: 9.47 eV

Each line ends with the Mulliken charge.
Atoms and positions in Å:
O: -1.686 3.172 1.419  -0.389
C: -2.546 2.723 0.759  0.435
F: -3.374 1.768 1.155  -0.178
N: -2.828 3.088 -0.613  -0.174
C: -2.535 4.447 -0.906  0.511
O: -2.635 5.331 -0.142  -0.386
F: -2.227 4.581 -2.193  -0.209
N: -2.237 2.156 -1.471  0.492
C: -0.878 1.900 -1.589  -0.142
C: -0.791 0.921 -2.512  -1.035
N: -2.067 0.612 -2.924  0.052
C: -2.952 1.355 -2.275  0.272
Br: -4.761 1.328 -2.453  0.030
H: -0.094 2.390 -1.039  0.893
H: 0.091 0.424 -2.881  0.557
H: -2.299 -0.085 -3.618  0.276
C: -2.091 4.182 4.277  -0.674
N: -1.758 4.051 5.723  0.920
O: -0.896 3.239 6.008  -0.534
O: -2.348 4.755 6.506  -0.550
H: -1.465 3.492 3.732  0.222
H: -3.145 3.948 4.159  0.323
H: -1.893 5.210 3.985  0.320
C: -5.082 0.008 4.263  -0.499
N: -5.747 -0.872 3.262  0.899
O: -5.505 -0.688 2.084  -0.515
O: -6.491 -1.718 3.696  -0.536
H: -4.450 0.711 3.733  0.081
H: -5.864 0.515 4.820  0.292
H: -4.501 -0.631 4.921  0.290
C: 0.801 6.258 -0.497  -0.531
N: 1.533 5.104 -1.086  0.910
O: 0.896 4.146 -1.511  -0.560
O: 2.733 5.180 -1.113  -0.505
H: -0.263 6.065 -0.537  0.088
H: 1.147 6.362 0.526  0.256
H: 1.066 7.133 -1.082  0.304
C: 1.325 -0.761 1.713  -0.775
N: 0.975 -1.046 0.296  0.910
O: 0.604 -0.124 -0.417  -0.498
O: 1.080 -2.177 -0.106  -0.543
H: 1.186 0.295 1.901  0.252
H: 0.674 -1.372 2.331  0.326
H: 2.362 -1.049 1.851  0.311
C: 2.771 -3.555 -2.899  -0.059
N: 2.148 -2.777 -4.008  0.990
O: 1.515 -1.774 -3.718  -0.606
O: 2.302 -3.189 -5.134  -0.543
H: 2.521 -3.050 -1.973  0.090
H: 2.355 -4.556 -2.927  -0.180
H: 3.839 -3.582 -3.066  0.312
C: 0.185 -7.065 -4.143  -0.699
N: 0.357 -6.404 -2.821  0.878
O: -0.423 -5.527 -2.514  -0.522
O: 1.288 -6.779 -2.138  -0.512
H: -0.671 -6.621 -4.637  0.300
H: 1.101 -6.887 -4.700  0.262
H: 0.036 -8.125 -3.967  0.294
C: 2.237 3.691 5.179  -0.740
N: 1.881 3.244 3.805  0.894
O: 1.416 4.062 3.037  -0.475
O: 2.063 2.074 3.538  -0.550
H: 2.007 4.746 5.260  0.285
H: 1.633 3.101 5.862  0.289
H: 3.295 3.506 5.337  0.304
C: 5.327 -7.838 -3.571  -0.777
N: 4.604 -6.550 -3.752  0.901
O: 3.720 -6.501 -4.580  -0.510
O: 4.954 -5.621 -3.053  -0.522
H: 4.907 -8.562 -4.258  0.314
H: 6.376 -7.650 -3.778  0.299
H: 5.189 -8.140 -2.537  0.297

---

C13H27Cl2EuO3P | ωB97M-V/def2-TZVPD

Computed properties:
- Total charge: -1
- LUMO level (spin up / spin down): 2.745 / 2.746 eV
- 2S+1: 7
- Frontier orbital gap (spin up / spin down): 5.20 / 5.07 eV
- <S²>: 12.04

Each line ends with the natural charge from an NBO analysis.
Atoms and positions in Å:
Eu: 0.878 2.235 1.498  1.295
Cl: -0.089 3.564 -0.559  -0.772
Cl: 1.772 3.391 3.573  -0.762
C: 1.285 0.154 -1.136  -0.896
H: 2.090 -0.708 -1.316  0.131
H: 2.040 1.098 -0.591  0.081
C: -0.743 -0.014 -2.777  -0.140
C: 0.585 -0.421 -2.769  -0.248
H: -1.412 -0.431 -2.002  0.179
C: 1.505 0.071 -3.963  -0.422
H: 0.726 -1.548 -2.604  0.210
C: 1.146 1.541 -4.245  -0.406
H: 2.500 -0.017 -3.508  0.209
H: 1.511 -0.496 -4.901  0.181
C: -0.366 1.651 -4.647  -0.388
H: 1.356 2.137 -3.338  0.228
H: 1.771 1.903 -5.078  0.184
C: -1.267 1.242 -3.470  -0.471
H: -0.582 2.681 -4.963  0.196
H: -0.537 0.986 -5.520  0.177
H: -1.241 2.048 -2.714  0.237
H: -2.293 1.117 -3.816  0.194
C: -3.438 0.221 2.232  -0.637
C: -2.784 0.142 0.849  -0.054
O: -1.629 -0.743 0.839  -0.869
P: -0.042 -0.427 0.980  1.732
O: 0.099 -0.108 2.602  -0.931
C: -0.494 -1.197 3.584  -0.087
C: -0.341 -0.597 4.955  -0.632
O: 0.409 -1.965 0.885  -0.850
C: 1.641 -2.534 1.354  -0.040
C: 2.730 -1.525 1.635  -0.666
H: -3.815 -0.756 2.613  0.203
H: -4.309 0.902 2.187  0.212
H: -2.724 0.633 2.965  0.211
H: -3.525 -0.263 0.139  0.183
H: -2.472 1.142 0.494  0.199
H: -1.550 -1.384 3.323  0.194
H: 0.101 -2.121 3.473  0.178
H: -1.003 0.271 5.043  0.212
H: -0.661 -1.332 5.695  0.199
H: 0.707 -0.301 5.119  0.224
H: 1.447 -3.135 2.234  0.162
H: 1.946 -3.250 0.570  0.185
H: 2.587 -0.988 2.583  0.216
H: 3.664 -2.088 1.682  0.209
H: 2.819 -0.782 0.810  0.252

---

C13H27ClN3NiO3 | ωB97M-V/def2-TZVPD

Computed properties:
- Total charge: +1
- LUMO level (spin up / spin down): -3.531 / -3.508 eV
- 2S+1: 1
- Frontier orbital gap (spin up / spin down): 8.35 / 8.32 eV

Each line ends with the natural charge from an NBO analysis.
Atoms and positions in Å:
Ni: -1.014 0.267 -0.499  1.132
C: -3.492 1.815 1.036  -0.248
O: -2.341 1.922 0.201  -0.606
C: -2.405 2.957 -0.768  -0.094
C: -2.625 2.336 -2.141  -0.098
O: -1.685 1.291 -2.397  -0.550
C: -0.535 1.621 -3.161  -0.086
C: 0.506 2.328 -2.316  -0.095
O: 0.611 1.598 -1.104  -0.591
C: 1.589 2.122 -0.208  -0.248
H: -4.411 1.815 0.447  0.188
H: -3.516 2.640 1.751  0.187
H: -3.419 0.872 1.572  0.210
H: -1.459 3.501 -0.732  0.185
H: -3.219 3.650 -0.547  0.207
H: -2.573 3.106 -2.914  0.196
H: -3.607 1.865 -2.177  0.217
H: -0.804 2.232 -4.026  0.205
H: -0.141 0.666 -3.510  0.209
H: 0.217 3.364 -2.107  0.180
H: 1.466 2.334 -2.840  0.205
H: 2.589 2.011 -0.632  0.192
H: 1.520 1.553 0.713  0.211
H: 1.396 3.178 -0.003  0.186
Cl: -2.346 -1.306 -0.737  -0.564
C: 1.978 -4.020 -0.064  -0.421
C: 1.737 -3.068 -1.217  -0.209
N: 1.107 -1.848 -0.719  -0.593
C: 0.975 -1.511 0.590  0.655
N: 0.147 -0.524 0.909  -0.661
C: -0.055 -0.169 2.309  -0.222
C: 0.234 -1.344 3.224  -0.425
C: 1.625 -1.857 2.915  -0.202
N: 1.737 -2.161 1.492  -0.416
C: 2.622 -3.242 1.068  -0.205
H: 2.615 -4.846 -0.375  0.238
H: 1.024 -4.427 0.279  0.219
H: 1.082 -3.526 -1.958  0.222
H: 2.680 -2.818 -1.710  0.195
H: 0.429 -1.412 -1.316  0.408
H: -1.089 0.155 2.432  0.215
H: 0.582 0.682 2.578  0.182
H: -0.499 -2.132 3.038  0.221
H: 0.166 -1.042 4.268  0.235
H: 1.829 -2.770 3.473  0.218
H: 2.380 -1.120 3.207  0.196
H: 2.794 -3.893 1.923  0.221
H: 3.594 -2.844 0.755  0.199

---

C13H27HgN3NbO3 | ωB97M-V/def2-TZVPD

Computed properties:
- Total charge: +2
- LUMO level (spin up / spin down): -8.246 / -10.567 eV
- 2S+1: 2
- Frontier orbital gap (spin up / spin down): 7.57 / 5.01 eV
- <S²>: 0.88

Each line ends with the natural charge from an NBO analysis.
Atoms and positions in Å:
N: 1.861 -0.352 -0.192  -0.709
C: 3.048 -0.597 -0.377  0.584
O: 3.942 -1.361 0.028  -0.535
Hg: 4.425 0.203 -1.758  0.712
Nb: 0.016 -0.007 0.304  2.004
N: -0.763 -1.633 -0.508  -0.537
N: -0.279 1.732 -0.704  -0.334
C: -0.363 -3.032 -0.761  0.101
C: 0.235 3.066 -0.297  0.079
C: 0.785 -3.038 -1.766  -0.606
C: -1.513 -3.863 -1.320  -0.627
C: 0.115 -3.658 0.549  -0.617
C: 0.371 3.999 -1.499  -0.632
C: -0.748 3.685 0.698  -0.611
C: 1.602 2.920 0.368  -0.619
H: 0.455 -2.598 -2.715  0.218
H: 1.089 -4.079 -1.946  0.248
H: 1.653 -2.481 -1.402  0.199
H: -2.337 -3.951 -0.604  0.220
H: -1.142 -4.877 -1.521  0.257
H: -1.881 -3.444 -2.263  0.222
H: 0.969 -3.117 0.975  0.223
H: 0.421 -4.697 0.358  0.249
H: -0.697 -3.661 1.286  0.218
H: 1.003 3.557 -2.276  0.223
H: 0.846 4.932 -1.168  0.259
H: -0.601 4.267 -1.928  0.233
H: -1.730 3.824 0.230  0.226
H: -0.368 4.663 1.024  0.261
H: -0.873 3.040 1.576  0.238
H: 1.566 2.321 1.290  0.212
H: 1.959 3.922 0.643  0.267
H: 2.331 2.473 -0.321  0.217
C: -1.224 1.731 -1.819  -0.481
H: -1.541 0.708 -2.061  0.229
H: -2.126 2.325 -1.593  0.271
H: -0.756 2.146 -2.726  0.274
C: -2.198 -1.310 -0.412  -0.436
H: -2.743 -2.045 0.200  0.257
H: -2.331 -0.316 0.072  0.201
H: -2.659 -1.265 -1.412  0.246
C: 0.058 0.011 4.349  -0.735
C: -0.018 -0.069 2.864  0.835
O: 0.654 -0.924 2.200  -0.628
O: -0.743 0.755 2.190  -0.701
H: 0.861 -0.646 4.702  0.269
H: -0.897 -0.306 4.788  0.284
H: 0.269 1.045 4.651  0.272

---

For reference, total energy by record: -142613.1205; -73720.9885; -78091.9524; -30240.7223 eV.